[1]
Computed, not measured: a 2-piece molecular cluster, C8H11BrF3O8S overall in a non-equilibrium geometry, with ωB97M-V with the def2-TZVPD basis set.

Cartesian coordinates (Å):
1 C -0.085 2.478 1.700
2 C 1.249 1.659 2.279
3 O 0.976 1.465 3.736
4 C 1.356 0.159 1.549
5 O 0.801 0.336 0.198
6 C 1.816 0.159 -0.854
7 C 3.053 1.244 -0.806
8 C 4.455 0.474 -1.252
9 O 5.224 1.050 -2.201
10 Br 5.092 -1.280 -0.525
11 O 1.105 0.417 -2.150
12 C -0.337 0.654 -1.841
13 O -1.177 -0.374 -2.090
14 H -0.206 3.480 2.335
15 H 0.028 2.813 0.584
16 H -1.039 1.797 1.857
17 H 2.220 2.298 2.134
18 H 0.127 1.975 3.955
19 H 0.771 -0.587 2.234
20 H 2.476 -0.233 1.501
21 H 2.183 -0.974 -0.925
22 H 2.902 2.104 -1.621
23 H 3.179 1.799 0.218
24 H -0.758 1.679 -1.420
25 C -3.550 -3.003 -1.026
26 F -2.919 -4.217 -0.922
27 F -3.130 -2.272 0.056
28 F -3.000 -2.391 -2.124
29 S -5.409 -3.154 -1.129
30 O -5.819 -3.824 0.114
31 O -5.673 -3.957 -2.331
32 O -5.911 -1.777 -1.234

Calculated values
HOMO level (eV): -5.33
Multiplicity: 1
Charge: -1
Lowest unoccupied orbital energy (eV): 1.042
Electronic energy (Ha): -4185.026489
Gap between HOMO and LUMO (eV): 6.37

---

[2]
Computed, not measured: an isolated ion of composition C2HN4S and charge +1 in a non-equilibrium geometry, with ωB97M-V with the def2-TZVPD basis set.

Cartesian coordinates (Å):
1 C 0.157 0.506 -0.026
2 C -2.883 -0.226 -0.007
3 N -4.063 -2.272 -0.006
4 N -0.714 1.265 -0.015
5 N -1.706 1.991 -0.003
6 N -3.620 -1.239 0.001
7 S -3.203 1.369 0.007
8 H 1.056 -0.048 0.004

Calculated values
Energy relative to the best compared isomer or geometry (same formula, charge and spin) (kcal/mol): 95.91
HOMO level (spin up / spin down) (eV): -14.43 / -14.44
Multiplicity: 1
Charge: +1
Lowest unoccupied orbital energy (spin up / spin down) (eV): -7.242 / -7.231
Electronic energy (Ha): -693.523263
Gap between HOMO and LUMO (spin up / spin down) (eV): 7.19 / 7.21

---

[3]
Computed, not measured: one molecule with the formula C2H4N2O2 in a non-equilibrium geometry, with ωB97M-V with the def2-TZVPD basis set.

Cartesian coordinates (Å):
1 N -1.339 -0.810 -0.430
2 N -1.418 0.352 0.278
3 C -0.403 1.147 0.292
4 O 0.832 0.995 -0.358
5 C 1.537 -0.051 -0.132
6 O 1.202 -1.036 0.486
7 H -2.070 -1.431 0.121
8 H -0.475 -1.385 -0.417
9 H -0.486 2.180 0.625
10 H 2.621 0.039 -0.464

Calculated values
Energy relative to the best compared isomer or geometry (same formula, charge and spin) (kcal/mol): 71.24
SMILES string: N/N=C\OC=O
HOMO level (eV): -9.43
Multiplicity: 1
Charge: 0
Lowest unoccupied orbital energy (eV): 0.910
Electronic energy (Ha): -338.539671
Gap between HOMO and LUMO (eV): 10.34

---

[4]
Computed, not measured: a 2-piece molecular cluster, C47H48FN4 overall in a non-equilibrium geometry, with ωB97M-V with the def2-TZVPD basis set.

Cartesian coordinates (Å):
1 C -5.412 -0.082 2.017
2 N -4.425 0.973 2.124
3 C -4.891 2.286 2.540
4 C -3.104 0.684 1.979
5 C -2.134 1.707 2.119
6 C -0.796 1.409 1.966
7 C -0.362 0.085 1.687
8 C 1.046 -0.253 1.533
9 C 1.957 0.762 1.138
10 C 3.342 0.803 1.238
11 C 4.047 2.083 1.249
12 C 5.462 2.113 1.242
13 C 6.168 3.315 1.246
14 C 5.477 4.530 1.280
15 C 4.083 4.532 1.225
16 C 3.365 3.329 1.245
17 C 1.426 -1.659 1.797
18 C 1.918 -2.499 0.787
19 C 2.558 -3.682 1.093
20 C 2.269 -4.324 2.321
21 N 2.662 -5.613 2.535
22 C 2.169 -6.411 3.643
23 C 3.626 -6.237 1.653
24 C 1.508 -3.599 3.281
25 C 1.148 -2.283 3.038
26 C -1.347 -0.925 1.551
27 C -2.686 -0.635 1.652
28 H -5.268 -0.853 2.793
29 H -6.408 0.362 2.115
30 H -5.335 -0.569 1.034
31 H -4.532 3.063 1.848
32 H -5.988 2.276 2.519
33 H -4.547 2.550 3.558
34 H -2.448 2.726 2.345
35 H -0.063 2.201 2.115
36 H 1.485 1.648 0.702
37 H 3.872 -0.081 1.580
38 H 6.006 1.164 1.237
39 H 7.262 3.304 1.244
40 H 6.022 5.476 1.294
41 H 3.537 5.478 1.195
42 H 2.273 3.382 1.276
43 H 1.772 -2.228 -0.256
44 H 3.226 -4.133 0.359
45 H 2.450 -5.992 4.623
46 H 1.074 -6.515 3.609
47 H 2.607 -7.411 3.545
48 H 3.261 -6.233 0.618
49 H 4.592 -5.711 1.682
50 H 3.766 -7.273 1.973
51 H 1.245 -4.075 4.228
52 H 0.615 -1.711 3.799
53 H -1.039 -1.949 1.349
54 H -3.412 -1.429 1.476
55 F 2.371 5.154 -1.408
56 C 2.596 4.287 -2.533
57 C 1.714 4.769 -3.701
58 C 0.900 5.900 -3.605
59 C 0.098 6.272 -4.686
60 C 0.104 5.512 -5.861
61 C 0.921 4.382 -5.957
62 C 1.730 4.012 -4.878
63 C 4.093 4.377 -2.826
64 C 4.561 5.043 -3.956
65 C 5.936 5.160 -4.175
66 C 6.842 4.661 -3.243
67 C 6.374 4.051 -2.076
68 C 5.000 3.903 -1.868
69 C 2.104 2.894 -2.059
70 C 0.587 2.949 -1.722
71 C 0.020 1.619 -2.177
72 C 0.868 1.242 -3.375
73 N 2.233 1.754 -3.056
74 C 3.197 0.804 -2.731
75 C 2.867 -0.435 -2.126
76 C 3.700 -0.766 -1.064
77 N 4.635 0.063 -0.587
78 C 5.227 0.846 -1.508
79 C 4.543 1.227 -2.652
80 H 0.890 6.492 -2.689
81 H -0.534 7.157 -4.598
82 H -0.540 5.794 -6.699
83 H 0.936 3.776 -6.863
84 H 2.387 3.138 -4.929
85 H 3.849 5.452 -4.675
86 H 6.275 5.653 -5.084
87 H 7.914 4.756 -3.412
88 H 7.076 3.702 -1.318
89 H 4.627 3.439 -0.944
90 H 2.699 2.612 -1.154
91 H 0.442 3.139 -0.653
92 H 0.118 3.775 -2.268
93 H 0.149 0.873 -1.381
94 H -1.044 1.650 -2.428
95 H 0.865 0.175 -3.614
96 H 0.553 1.805 -4.261
97 H 1.934 -0.993 -2.299
98 H 3.553 -1.685 -0.504
99 H 6.232 1.225 -1.306
100 H 4.951 1.885 -3.413

Calculated values
HOMO level (eV): -9.98
Multiplicity: 1
Charge: +1
Lowest unoccupied orbital energy (eV): -4.285
Electronic energy (Ha): -2138.346540
Gap between HOMO and LUMO (eV): 5.69

---

[5]
Computed, not measured: a 10-piece molecular cluster, C28H52Cl12N4 overall in a non-equilibrium geometry, with ωB97M-V with the def2-TZVPD basis set.

Cartesian coordinates (Å):
1 C -28.141 -21.416 26.437
2 C -29.294 -20.463 26.645
3 C -29.086 -19.493 27.825
4 C -28.039 -18.491 27.684
5 N -27.226 -17.698 27.560
6 H -28.146 -22.212 27.196
7 H -27.138 -21.012 26.594
8 H -28.197 -21.906 25.469
9 H -30.251 -20.970 26.726
10 H -29.342 -19.773 25.790
11 H -28.836 -20.071 28.724
12 H -30.036 -18.985 28.006
13 C -30.628 -18.932 22.006
14 C -30.814 -20.408 22.379
15 C -32.296 -20.743 22.492
16 C -32.932 -20.192 23.686
17 N -33.471 -19.716 24.591
18 H -29.682 -18.669 21.540
19 H -30.769 -18.277 22.873
20 H -31.465 -18.656 21.357
21 H -30.264 -20.677 23.287
22 H -30.229 -21.000 21.666
23 H -32.464 -21.824 22.532
24 H -32.812 -20.340 21.620
25 C -27.420 -14.960 20.318
26 C -28.755 -15.638 19.963
27 C -29.929 -14.620 20.202
28 C -29.617 -13.207 20.041
29 N -29.412 -12.095 19.931
30 H -27.206 -14.167 19.607
31 H -26.600 -15.679 20.320
32 H -27.510 -14.544 21.323
33 H -28.992 -16.502 20.579
34 H -28.748 -15.927 18.917
35 H -30.361 -14.769 21.188
36 H -30.624 -14.889 19.403
37 C -33.328 -23.028 19.057
38 C -34.811 -22.920 18.716
39 C -35.358 -21.489 18.610
40 C -35.249 -20.736 19.854
41 N -35.135 -20.106 20.810
42 H -32.753 -22.871 18.140
43 H -32.995 -23.974 19.476
44 H -33.056 -22.255 19.784
45 H -35.426 -23.439 19.461
46 H -34.995 -23.510 17.816
47 H -36.360 -21.633 18.207
48 H -34.790 -20.866 17.905
49 Cl -36.567 -16.509 24.129
50 C -36.745 -18.133 24.905
51 C -36.526 -17.912 26.396
52 Cl -36.385 -19.521 27.183
53 H -36.033 -18.751 24.371
54 H -37.768 -18.447 24.713
55 H -37.373 -17.364 26.788
56 H -35.567 -17.429 26.537
57 Cl -29.555 -17.960 17.539
58 C -30.866 -19.161 17.552
59 C -30.412 -20.575 17.238
60 Cl -29.109 -21.053 18.386
61 H -31.532 -18.800 16.770
62 H -31.404 -19.187 18.492
63 H -30.042 -20.649 16.223
64 H -31.232 -21.230 17.510
65 Cl -27.606 -19.989 23.249
66 C -26.924 -20.636 21.726
67 C -26.921 -22.142 21.865
68 Cl -26.310 -22.895 20.360
69 H -25.991 -20.105 21.584
70 H -27.597 -20.354 20.917
71 H -27.926 -22.478 22.095
72 H -26.255 -22.417 22.678
73 Cl -32.552 -16.568 20.452
74 C -34.203 -16.442 21.145
75 C -34.822 -15.116 20.794
76 Cl -34.980 -14.920 19.028
77 H -34.052 -16.555 22.215
78 H -34.815 -17.251 20.758
79 H -34.275 -14.270 21.200
80 H -35.821 -15.064 21.227
81 Cl -29.869 -24.244 25.519
82 C -31.343 -24.678 24.624
83 C -31.117 -25.240 23.254
84 Cl -30.500 -24.001 22.143
85 H -31.903 -23.746 24.556
86 H -31.944 -25.268 25.313
87 H -32.048 -25.625 22.841
88 H -30.465 -26.111 23.319
89 Cl -34.534 -23.396 23.914
90 C -35.552 -22.044 24.440
91 C -37.005 -22.424 24.696
92 Cl -37.716 -23.191 23.233
93 H -35.585 -21.344 23.606
94 H -35.091 -21.620 25.324
95 H -37.620 -21.554 24.882
96 H -37.013 -23.162 25.495

Calculated values
Energy relative to the best compared isomer or geometry (same formula, charge and spin) (kcal/mol): 17.52
SMILES string: CCCC#N.CCCC#N.CCCC#N.CCCC#N.ClCCCl.ClCCCl.ClCCCl.ClCCCl.ClCCCl.ClCCCl
HOMO level (eV): -10.76
Multiplicity: 1
Charge: 0
Lowest unoccupied orbital energy (eV): 0.106
Electronic energy (Ha): -6839.390775
Gap between HOMO and LUMO (eV): 10.87

---

[6]
Computed, not measured: one molecule with the formula C5H10N4 in a non-equilibrium geometry, with ωB97M-V with the def2-TZVPD basis set.

Cartesian coordinates (Å):
1 H -2.730 -0.421 0.251
2 N -2.925 -1.402 0.666
3 N -1.880 -2.006 0.936
4 N -0.607 -1.801 0.428
5 C -0.017 -0.732 -0.335
6 C -0.996 0.011 -1.275
7 N -1.251 1.244 -0.582
8 C -0.084 1.495 0.181
9 C 0.677 0.438 0.316
10 C 1.937 0.089 1.094
11 H 0.006 -2.273 1.137
12 H 0.766 -1.402 -0.903
13 H -0.463 0.233 -2.246
14 H -1.826 -0.650 -1.361
15 H -1.602 2.105 -0.893
16 H -0.042 2.587 0.550
17 H 2.419 0.930 1.178
18 H 2.393 -0.693 0.521
19 H 1.713 -0.316 2.168

Calculated values
Energy relative to the best compared isomer or geometry (same formula, charge and spin) (kcal/mol): 103.01
SMILES string: [H]/N=N\N[C@H]1CNC=C1C
HOMO level (eV): -8.33
Multiplicity: 1
Charge: 0
Lowest unoccupied orbital energy (eV): 0.756
Electronic energy (Ha): -415.392698
Gap between HOMO and LUMO (eV): 9.08